No. 1
A structure of composition C11H23N5O6Sr in a non-equilibrium geometry, computed with ωB97M-V/def2-TZVPD.

```
46
Properties=species:S:1:pos:R:3
O -0.27 -0.49 -3.92
H -0.33 -0.57 -4.89
Sr -0.01 0.05 -0.89
N 0.17 2.33 0.74
N 1.38 2.05 -1.34
N -1.50 -1.28 0.78
N -0.92 -2.24 -1.56
O -0.49 2.30 1.84
O -1.68 -0.86 2.13
O -0.65 -2.83 -2.80
O 2.15 1.35 -2.08
C 1.94 3.01 -0.55
C 1.25 3.17 0.67
C -1.77 -2.58 0.61
C -1.35 -3.13 -0.67
C 1.67 4.05 1.79
H 1.99 3.45 2.66
H 0.84 4.70 2.09
H 2.51 4.67 1.48
C 3.21 3.67 -0.92
H 3.20 3.93 -1.98
H 4.06 2.99 -0.77
H 3.39 4.57 -0.34
C -2.36 -3.46 1.67
C -1.41 -4.59 -0.98
H -2.93 -2.86 2.39
H -1.56 -4.00 2.20
H -3.02 -4.21 1.21
H -0.68 -4.82 -1.76
H -2.40 -4.86 -1.35
H -1.20 -5.17 -0.08
H -1.31 0.05 2.16
H -0.47 -2.03 -3.38
C -1.13 0.61 -3.50
H -0.49 1.42 -3.12
H -1.83 0.29 -2.72
H -1.72 1.02 -4.34
O -2.38 1.53 -0.28
H -3.04 1.00 0.19
H -2.04 2.17 0.38
C 1.97 -0.81 3.68
C 1.63 -0.57 2.30
N 1.39 -0.39 1.18
H 1.24 -0.31 4.32
H 2.97 -0.42 3.89
H 1.95 -1.89 3.88
```

Output
multiplicity: 1
HOMO-LUMO gap (alpha / beta): 0.228 / 0.097 Ha
energy: -1188.6579 Ha
total charge: 0
HOMO level (alpha / beta): -0.2167 / -0.1454 Ha

No. 2
The molecule C3H7NO2, computed with ωB97M-V/def2-TZVPD.

```
13
Properties=species:S:1:pos:R:3
C -1.66 0.29 0.00
C -0.28 -0.16 0.48
O -0.06 -1.56 0.36
C 0.84 0.64 -0.21
N 2.05 0.03 -0.15
O 0.66 1.72 -0.73
H -2.12 0.99 0.70
H -2.32 -0.57 -0.09
H -1.58 0.80 -0.97
H -0.18 0.04 1.56
H -0.31 -1.82 -0.54
H 2.13 -0.91 0.20
H 2.83 0.48 -0.61
```

Output
multiplicity: 1
HOMO-LUMO gap: 0.384 Ha
energy: -323.7616 Ha
total charge: 0
HOMO level: -0.3558 Ha

No. 3
A structure of composition C5H6BrN in a non-equilibrium geometry, computed with ωB97M-V/def2-TZVPD.

```
13
Properties=species:S:1:pos:R:3
C -0.22 -1.57 -0.02
C 0.72 -0.49 0.01
C -1.61 -1.74 -0.02
C 0.46 0.81 -0.11
C 1.02 2.07 -0.09
N -2.65 -0.97 -0.04
Br -1.92 0.82 0.04
H 0.37 -2.54 -0.13
H 1.73 -0.87 0.27
H -1.85 -2.80 0.19
H 1.12 2.60 -1.03
H 2.08 1.91 0.16
H 0.74 2.76 0.77
```

Output
multiplicity: 1
HOMO-LUMO gap (alpha / beta): 0.237 / 0.237 Ha
energy: -2822.6845 Ha
total charge: 0
HOMO level (alpha / beta): -0.2584 / -0.2584 Ha

No. 4
A structure of composition C24H36LiO18 in a non-equilibrium geometry, computed with ωB97M-V/def2-TZVPD.

```
79
Properties=species:S:1:pos:R:3
Li -0.19 -0.30 0.36
C -5.38 -3.08 2.67
C -3.91 -3.32 2.19
C -3.83 -3.20 0.67
O -2.69 -2.53 0.47
C -2.43 -1.81 1.57
O -1.59 -1.01 1.46
O -3.15 -2.24 2.53
H -6.10 -3.81 2.48
H -5.88 -1.95 2.21
H -5.50 -3.15 3.77
H -3.42 -4.13 2.82
H -4.57 -2.46 0.23
H -3.79 -4.27 0.35
C 5.79 -1.62 0.47
C 4.67 -2.67 0.78
C 4.34 -2.89 2.38
O 3.15 -2.24 2.45
C 2.64 -1.95 1.36
O 1.39 -1.62 1.21
O 3.45 -2.14 0.33
H 5.61 -0.51 0.92
H 5.55 -1.45 -0.46
H 6.80 -2.01 1.14
H 4.83 -3.57 0.06
H 5.09 -2.25 2.85
H 4.33 -3.77 2.85
C -5.72 0.61 1.03
C -4.85 1.61 0.03
C -4.32 2.90 0.61
O -2.91 2.84 0.33
C -2.63 1.65 -0.26
O -1.46 1.24 -0.53
O -3.72 0.96 -0.55
H -6.79 0.86 1.34
H -5.08 0.58 2.03
H -5.88 -0.36 0.65
H -5.53 1.85 -0.97
H -4.20 2.73 1.66
H -4.59 3.88 0.07
C -0.56 5.06 1.20
C 0.06 4.19 2.43
C -0.82 3.60 3.54
O -0.61 2.15 3.57
C 0.35 1.95 2.64
O 0.80 0.85 2.43
O 0.69 2.93 1.92
H 0.31 5.49 0.55
H -1.01 5.95 1.53
H -1.35 4.52 0.49
H 0.98 4.56 3.03
H -1.92 4.10 3.46
H -0.79 3.85 4.72
C 5.33 2.89 -1.02
C 4.07 2.53 -2.00
C 4.22 1.15 -2.72
O 3.36 0.34 -2.08
C 2.62 1.06 -1.23
O 1.67 0.54 -0.54
O 2.88 2.33 -1.27
H 5.32 2.20 -0.17
H 5.16 3.80 -0.80
H 6.26 3.10 -1.51
H 3.95 3.32 -2.61
H 5.17 0.73 -2.74
H 3.95 1.15 -3.82
C -0.28 -3.45 -5.13
C 0.68 -2.57 -4.31
C 0.49 -1.16 -4.47
O -0.31 -0.77 -3.44
C -0.05 -1.72 -2.51
O -0.22 -1.59 -1.26
O 0.38 -2.81 -2.98
H -1.38 -3.18 -4.91
H 0.04 -4.41 -4.85
H 0.02 -3.41 -6.18
H 1.60 -2.95 -4.45
H -0.11 -1.05 -5.48
H 1.46 -0.59 -4.61
```

Output
multiplicity: 1
HOMO-LUMO gap: 0.376 Ha
energy: -2297.5632 Ha
total charge: +1
HOMO level: -0.4271 Ha